# 1
This record from the Open Molecules 2025 dataset describes a cluster of 7 separate species, C29H47IN4O15P in total. The level of theory is ωB97M-V/def2-TZVPD.

ORCA input file:
```
! RIJCOSX wB97M-V def2-TZVPD def2/J DEFGRID3
* xyz 1 1
C 4.58 -0.30 2.57
C 4.76 -1.20 1.23
C 4.38 -0.36 -0.10
I 5.99 -0.67 -1.56
N 3.05 -0.85 -0.60
C 2.66 -1.42 -1.83
N 1.27 -1.69 -1.67
C 0.90 -1.31 -0.34
N -0.28 -1.39 0.30
P -0.47 -0.88 1.99
O -0.28 0.61 2.20
O 0.76 -1.67 2.88
O -1.93 -1.51 2.55
N 2.05 -0.76 0.29
H 4.06 0.68 2.37
H 5.63 -0.11 2.98
H 3.95 -0.87 3.33
H 4.02 -2.07 1.35
H 5.81 -1.62 1.16
H 4.23 0.76 0.12
H 3.37 -1.59 -2.70
H -1.11 -1.76 -0.18
H 1.35 -1.00 3.27
H -2.16 -2.21 1.90
H 2.17 -0.35 1.23
O 2.73 1.54 4.40
C 1.87 2.33 4.69
O 0.75 2.00 5.39
C -0.11 3.15 5.48
C 0.79 4.34 5.26
C 1.84 3.79 4.32
H -0.88 3.06 4.71
H -0.59 3.17 6.46
H 0.26 5.21 4.88
H 1.26 4.63 6.21
H 1.53 3.88 3.27
H 2.81 4.25 4.48
O 9.42 -0.41 1.69
C 10.02 -0.16 0.68
O 9.78 0.92 -0.11
C 10.59 0.84 -1.28
C 11.75 -0.06 -0.91
C 11.11 -1.01 0.08
H 9.99 0.43 -2.10
H 10.93 1.84 -1.56
H 12.20 -0.55 -1.77
H 12.53 0.53 -0.41
H 10.66 -1.87 -0.42
H 11.82 -1.34 0.84
O -2.51 -0.19 -0.35
C -2.60 -0.36 -1.55
O -2.69 -1.57 -2.14
C -2.66 -1.41 -3.57
C -3.09 0.01 -3.81
C -2.56 0.73 -2.59
H -1.64 -1.61 -3.92
H -3.33 -2.13 -4.03
H -2.72 0.42 -4.75
H -4.18 0.07 -3.83
H -1.53 1.06 -2.72
H -3.20 1.56 -2.30
O -8.70 0.26 -1.29
C -7.75 -0.07 -0.63
O -6.51 -0.27 -1.14
C -5.64 -0.75 -0.11
C -6.28 -0.32 1.19
C -7.76 -0.35 0.85
H -5.57 -1.84 -0.19
H -4.64 -0.33 -0.23
H -6.01 -0.95 2.04
H -5.99 0.71 1.42
H -8.19 -1.34 1.02
H -8.32 0.41 1.39
O -3.63 3.69 -2.65
C -2.83 4.02 -1.81
O -1.78 3.25 -1.42
C -1.11 3.90 -0.33
C -1.48 5.36 -0.44
C -2.88 5.30 -1.02
H -1.45 3.45 0.61
H -0.03 3.75 -0.42
H -1.42 5.89 0.51
H -0.81 5.86 -1.14
H -3.64 5.20 -0.24
H -3.09 6.15 -1.66
O -3.37 -4.12 -4.23
C -4.21 -4.80 -3.70
O -4.20 -6.16 -3.70
C -5.40 -6.65 -3.10
C -5.90 -5.52 -2.24
C -5.45 -4.30 -3.01
H -6.10 -6.92 -3.89
H -5.17 -7.54 -2.51
H -6.98 -5.55 -2.06
H -5.40 -5.54 -1.26
H -6.19 -4.00 -3.76
H -5.22 -3.46 -2.35
*
```

The gap between HOMO and LUMO is 8.59 eV. The value obtained for the HOMO energy is -11.662 eV. Its total energy is -3119.77764 a.u. The value obtained for the lowest unoccupied orbital energy is -3.1 eV.

***

# 2
This record from the Open Molecules 2025 dataset describes a cluster of 2 separate species, C4H4N8O in total. The level of theory is ωB97M-V/def2-TZVPD.

ORCA input file:
```
! RIJCOSX wB97M-V def2-TZVPD def2/J DEFGRID3
* xyz -2 1
C -1.92 -0.93 -0.53
C 2.27 -0.07 0.08
C -0.64 2.00 0.30
C 0.97 0.28 0.45
N -2.88 -0.69 -1.47
N 2.88 -1.10 0.69
N -2.49 -1.14 0.70
N 3.17 0.52 -0.77
N -4.03 -0.70 -0.74
N 4.11 -1.14 0.20
N -3.75 -0.96 0.47
N 4.26 -0.19 -0.69
O 0.39 1.37 -0.07
H -1.04 2.56 -0.40
H -1.16 1.55 1.09
H -0.82 -1.01 -0.54
H 0.68 -0.35 1.23
*
```

The gap between HOMO and LUMO (spin up / spin down) is 7.23 / 6.52 eV. The value obtained for the HOMO energy (spin up / spin down) is -0.886 / -0.388 eV. Its total energy is -667.94779 a.u. The value obtained for the lowest unoccupied orbital energy (spin up / spin down) is 6.3 / 6.1 eV.

***

# 3
This record from the Open Molecules 2025 dataset describes a structure of composition C15H16Br2MoN3O4S6. The level of theory is ωB97M-V/def2-TZVPD.

ORCA input file:
```
! RIJCOSX wB97M-V def2-TZVPD def2/J DEFGRID3
* xyz 1 1
Mo -1.09 0.98 0.26
Br -2.50 3.21 1.00
C -0.68 2.71 1.46
Br 1.38 1.09 0.18
H -0.63 2.58 2.53
H -0.01 3.49 1.12
O -1.20 -5.51 -2.51
C -1.02 -5.29 -1.30
O -0.85 -5.96 -0.28
C -0.97 -3.79 -1.05
C 0.25 -3.15 -0.78
C 0.29 -1.81 -0.51
N -0.82 -1.04 -0.49
C -2.01 -1.65 -0.81
C -2.13 -2.97 -1.09
C -3.18 -0.74 -0.77
O -4.28 -0.98 -1.14
O -2.81 0.48 -0.23
H 1.17 -3.72 -0.76
H 1.22 -1.32 -0.29
H -3.10 -3.37 -1.34
C -0.09 -0.43 -3.70
N 0.75 0.74 -3.43
C 0.43 1.83 -2.75
S -1.17 2.01 -2.07
N 1.32 2.82 -2.69
C 1.18 4.10 -1.99
H 0.03 -0.71 -4.74
H -1.13 -0.19 -3.52
H 0.20 -1.27 -3.07
H 1.68 0.71 -3.83
H 2.21 2.67 -3.14
H 0.17 4.21 -1.62
H 1.39 4.91 -2.69
H 1.88 4.15 -1.16
C 3.18 -0.78 2.89
S 1.42 -1.09 2.61
C 0.69 -0.02 3.72
C -0.64 0.35 3.60
S -1.68 -0.11 2.34
S -1.32 1.22 4.95
C 0.14 1.31 5.90
S 0.23 2.05 7.33
S 1.50 0.52 5.14
H 3.71 -1.39 2.15
H 3.48 -1.10 3.89
H 3.41 0.27 2.72
*
```

The gap between HOMO and LUMO (spin up / spin down) is 3.47 / 3.37 eV. The value obtained for the HOMO energy (spin up / spin down) is -10.490 / -10.459 eV. Its total energy is -8651.49548 a.u. The value obtained for the lowest unoccupied orbital energy (spin up / spin down) is -7.0 / -7.1 eV.

***

# 4
This record from the Open Molecules 2025 dataset describes a structure of composition H24O12Xe. The level of theory is ωB97M-V/def2-TZVPD.

ORCA input file:
```
! RIJCOSX wB97M-V def2-TZVPD def2/J DEFGRID3
* xyz 0 1
Xe -26.30 -7.92 6.00
O -23.53 -10.37 4.39
H -24.16 -11.06 4.20
H -23.79 -9.64 3.83
O -25.44 -11.18 7.41
H -24.62 -11.65 7.28
H -25.20 -10.26 7.28
O -28.89 -10.77 4.68
H -29.45 -11.37 4.20
H -28.11 -10.67 4.13
O -28.28 -4.74 4.48
H -29.09 -4.49 4.92
H -27.62 -4.78 5.17
O -23.09 -8.88 6.81
H -22.78 -7.98 6.67
H -22.95 -9.32 5.98
O -26.15 -3.91 6.09
H -25.92 -4.40 6.89
H -25.35 -3.43 5.87
O -24.56 -8.27 2.70
H -25.51 -8.22 2.59
H -24.22 -7.52 2.22
O -28.98 -6.16 7.64
H -28.47 -6.63 8.29
H -29.29 -6.83 7.04
O -29.68 -7.95 5.19
H -29.48 -8.85 4.92
H -29.62 -7.44 4.38
O -28.08 -11.73 7.18
H -27.13 -11.82 7.20
H -28.27 -11.26 6.37
O -27.05 -7.34 9.72
H -27.04 -8.30 9.67
H -26.54 -7.14 10.51
O -25.14 -4.96 8.58
H -25.35 -4.42 9.34
H -25.56 -5.80 8.77
*
```

The gap between HOMO and LUMO is 9.91 eV. The value obtained for the HOMO energy is -10.222 eV. Its total energy is -1246.63694 a.u. The value obtained for the lowest unoccupied orbital energy is -0.3 eV.

***

# 5
This record from the Open Molecules 2025 dataset describes a structure of composition C16H44CuN4O8S. The level of theory is ωB97M-V/def2-TZVPD.

ORCA input file:
```
! RIJCOSX wB97M-V def2-TZVPD def2/J DEFGRID3
* xyz -1 1
Cu 0.04 0.98 -0.22
S 3.16 1.11 0.82
O 3.91 0.22 1.71
O 1.91 0.37 0.41
O 2.74 2.36 1.52
O 3.89 1.45 -0.43
C -2.72 0.90 -2.24
C -2.78 1.82 -1.01
C -4.22 2.22 -0.75
O -4.93 1.12 -0.28
C -6.22 1.46 0.13
N -2.20 1.06 0.14
H -3.28 1.36 -3.06
H -3.20 -0.06 -2.04
H -1.70 0.67 -2.52
H -2.15 2.69 -1.20
H -4.67 2.64 -1.66
H -4.24 3.05 -0.01
H -6.70 0.55 0.48
H -6.81 1.88 -0.70
H -6.22 2.21 0.93
H -2.43 1.56 1.01
H -2.79 0.24 0.28
C 0.68 -1.46 -3.57
C 0.51 -2.25 -2.29
C 1.59 -3.30 -2.09
O 1.32 -4.38 -2.98
C 2.33 -5.36 -2.92
N 0.42 -1.35 -1.14
H 1.43 -0.68 -3.48
H -0.26 -0.94 -3.76
H 0.94 -2.08 -4.43
H -0.45 -2.79 -2.35
H 1.61 -3.65 -1.06
H 2.56 -2.85 -2.35
H 2.45 -5.72 -1.89
H 3.26 -5.00 -3.37
H 2.00 -6.21 -3.53
H 0.31 -1.87 -0.27
H 1.31 -0.87 -0.94
C 0.97 5.36 1.01
C 0.40 4.17 0.26
C 1.29 3.86 -0.92
O 0.64 2.97 -1.80
C 1.23 2.96 -3.08
N 0.25 2.98 1.13
H 2.00 5.17 1.34
H 0.37 5.56 1.89
H 1.02 6.26 0.38
H -0.60 4.41 -0.13
H 2.23 3.41 -0.55
H 1.57 4.79 -1.44
H 2.17 2.41 -3.08
H 1.40 3.98 -3.44
H 0.51 2.48 -3.74
H -0.29 3.26 1.94
H 1.19 2.72 1.51
C -0.38 -1.60 2.50
C 1.03 -1.98 2.90
C 1.03 -3.29 3.63
O 0.48 -3.17 4.94
C 0.63 -4.34 5.68
N 1.85 -2.19 1.67
H -0.77 -2.17 1.65
H -0.56 -0.55 2.26
H -1.07 -1.85 3.32
H 1.48 -1.19 3.51
H 2.08 -3.66 3.67
H 0.50 -4.05 3.03
H 1.69 -4.63 5.79
H 0.10 -5.19 5.24
H 0.28 -4.17 6.70
H 2.11 -1.23 1.39
H 2.75 -2.57 1.95
*
```

The gap between HOMO and LUMO is 6.47 eV. The value obtained for the HOMO energy is -4.181 eV. Its total energy is -3495.67780 a.u. The value obtained for the lowest unoccupied orbital energy is 2.3 eV.

***

# 6
This record from the Open Molecules 2025 dataset describes a structure of composition C45H36F3N3NiO4Sb2. The level of theory is ωB97M-V/def2-TZVPD.

ORCA input file:
```
! RIJCOSX wB97M-V def2-TZVPD def2/J DEFGRID3
* xyz 0 3
Ni 0.21 0.94 0.71
O 6.30 2.07 3.86
C 5.98 2.70 2.84
O 6.54 3.54 2.13
C 4.51 2.35 2.34
C 4.05 2.80 1.12
C 2.76 2.45 0.72
N 1.97 1.69 1.48
C 2.41 1.25 2.66
C 3.68 1.57 3.13
C 1.44 0.43 3.42
C 1.80 -0.31 4.54
C 0.82 -1.02 5.21
C -0.49 -0.96 4.75
C -0.75 -0.24 3.60
N 0.19 0.43 2.93
C 2.18 2.84 -0.58
C 2.73 3.86 -1.36
C 2.17 4.14 -2.59
C 1.07 3.41 -3.01
C 0.57 2.44 -2.16
N 1.09 2.16 -0.97
H 4.70 3.39 0.50
H 4.04 1.23 4.09
H 2.82 -0.33 4.88
H 1.07 -1.60 6.09
H -1.29 -1.47 5.27
H -1.75 -0.20 3.19
H 3.58 4.41 -1.00
H 2.58 4.93 -3.21
H 0.59 3.59 -3.96
H -0.29 1.85 -2.45
C 0.56 -3.20 1.13
C -0.84 -3.76 0.83
C -2.01 -2.80 1.03
Sb -2.35 -1.37 -0.58
C -2.62 2.46 -1.71
C -3.63 2.16 -2.61
C -4.12 3.14 -3.45
C -3.61 4.43 -3.38
C -2.59 4.72 -2.49
C -2.07 3.73 -1.66
C -4.48 -1.36 -0.25
C -5.28 -1.68 -1.34
C -6.65 -1.82 -1.19
C -7.23 -1.62 0.05
C -6.44 -1.28 1.14
C -5.07 -1.16 1.00
Sb 1.26 -1.39 0.11
C 3.30 -2.06 0.26
C 4.06 -2.28 -0.88
C 5.34 -2.80 -0.77
C 5.87 -3.10 0.48
C 5.12 -2.85 1.62
C 3.84 -2.33 1.51
C 1.01 -2.02 -1.93
C 0.87 -3.35 -2.30
C 0.57 -3.69 -3.61
C 0.43 -2.70 -4.57
C 0.62 -1.37 -4.22
C 0.90 -1.04 -2.90
H 1.32 -3.94 0.91
H 0.63 -2.96 2.19
H -0.97 -4.61 1.51
H -0.87 -4.16 -0.18
H -1.89 -2.21 1.95
H -2.94 -3.37 1.11
H -4.01 1.14 -2.64
H -4.92 2.91 -4.14
H -4.01 5.21 -4.02
H -2.17 5.71 -2.45
H -1.26 3.96 -0.98
H -4.82 -1.84 -2.31
H -7.26 -2.07 -2.05
H -8.30 -1.73 0.17
H -6.90 -1.12 2.11
H -4.46 -0.88 1.85
H 3.65 -2.06 -1.86
H 5.93 -2.98 -1.67
H 6.87 -3.51 0.56
H 5.54 -3.06 2.59
H 3.26 -2.13 2.41
H 1.01 -4.14 -1.57
H 0.45 -4.73 -3.88
H 0.18 -2.96 -5.59
H 0.53 -0.59 -4.97
H 1.05 0.00 -2.63
F -2.56 1.85 2.55
C -2.74 2.15 1.25
F -4.01 1.81 0.93
F -2.66 3.49 1.17
C -1.73 1.39 0.38
O -2.15 1.38 -0.99
O -1.81 0.05 0.80
*
```

The gap between HOMO and LUMO (spin up / spin down) is 7.12 / 7.10 eV. The value obtained for the HOMO energy (spin up / spin down) is -7.713 / -7.714 eV. Its total energy is -4490.01866 a.u. The value obtained for the lowest unoccupied orbital energy (spin up / spin down) is -0.6 / -0.6 eV.